{
  "formula": "C24H40BrF3N6O11PS",
  "method": "wB97M-V/def2-TZVPD",
  "symbols": ["C", "C", "O", "O", "C", "C", "N", "C", "N", "Br", "C", "C", "C", "C", "S", "O", "O", "O", "N", "C", "O", "C", "F", "F", "F", "C", "P", "O", "O", "O", "C", "C", "C", "C", "N", "C", "C", "C", "C", "C", "C", "C", "O", "H", "H", "H", "H", "H", "H", "H", "H", "H", "H", "H", "H", "H", "H", "H", "H", "H", "H", "H", "H", "H", "H", "H", "H", "H", "H", "H", "H", "H", "H", "H", "H", "H", "H", "H", "H", "C", "O", "N", "N", "H", "H", "H", "H"],
  "positions_angstrom": [[-0.18, -2.13, 4.65], [0.10, -3.24, 3.43], [1.12, -4.07, 3.64], [-0.83, -3.21, 2.31], [-0.31, -3.82, 1.08], [0.33, -2.71, 0.00], [-0.54, -1.49, -0.12], [-1.01, -1.06, -1.49], [-1.85, -1.68, -2.37], [-2.29, -0.85, -4.03], [-2.49, -3.02, -2.10], [-3.96, -2.90, -1.34], [-4.19, -3.99, -0.14], [-3.85, -5.55, -0.54], [-3.05, -6.51, 0.90], [-1.64, -6.93, 0.42], [-3.87, -7.79, 1.29], [-2.87, -5.58, 2.32], [-0.44, 0.31, -1.82], [0.88, 0.38, -2.56], [1.96, 1.04, -1.80], [3.20, 0.25, -1.81], [3.06, -1.15, -1.34], [3.92, 0.32, -3.12], [4.12, 0.93, -0.82], [-0.52, 1.01, -0.46], [-2.37, 1.61, -0.47], [-2.76, 2.00, -1.95], [-3.47, 0.47, 0.26], [-2.40, 3.04, 0.58], [-0.17, -0.22, 0.61], [1.17, -0.12, 1.54], [1.66, 1.44, 1.85], [0.58, 2.32, 2.70], [1.17, 3.74, 2.81], [0.09, 4.80, 2.80], [-0.25, 5.34, 1.27], [0.80, 5.06, 0.02], [0.48, 5.57, -1.53], [-0.97, 6.36, -1.78], [-2.00, 6.64, -0.51], [-1.68, 6.15, 1.02], [-2.56, 6.35, 2.19], [-0.84, -2.72, 5.44], [0.80, -1.82, 5.22], [-0.84, -1.22, 4.30], [0.42, -4.72, 1.23], [-1.26, -4.26, 0.51], [0.25, -3.27, -1.05], [1.47, -2.51, 0.17], [-1.80, -3.80, -1.55], [-2.73, -3.50, -3.16], [-3.99, -1.83, -0.85], [-4.78, -2.92, -2.18], [-3.63, -3.60, 0.81], [-5.35, -3.96, 0.12], [-4.90, -6.09, -0.73], [-3.21, -5.69, -1.51], [-1.93, -5.66, 2.69], [1.13, -0.69, -2.96], [0.70, 1.05, -3.53], [0.04, 2.03, -0.34], [-3.02, -0.38, 0.55], [-3.36, 3.33, 0.61], [-1.04, -0.07, 1.41], [2.13, -0.65, 1.08], [0.99, -0.66, 2.59], [2.64, 1.33, 2.51], [1.98, 2.01, 0.85], [0.52, 1.94, 3.82], [-0.51, 2.32, 2.26], [1.81, 3.81, 3.63], [-0.84, 4.41, 3.38], [0.54, 5.74, 3.39], [1.83, 4.49, 0.25], [1.25, 5.37, -2.40], [-1.25, 6.70, -2.88], [-3.01, 7.21, -0.78], [-3.47, 6.66, 1.91], [8.13, 0.50, -3.95], [9.29, 0.34, -4.32], [7.12, -0.25, -4.42], [7.78, 1.43, -3.05], [6.16, -0.14, -4.13], [7.34, -0.96, -5.10], [8.51, 2.01, -2.67], [6.83, 1.57, -2.73]],
  "lowdin_charge": [-0.02, -0.30, 0.00, -0.10, -0.14, -0.09, -0.01, -0.18, -0.39, 0.91, -0.20, -0.15, -0.20, -0.20, 0.80, -0.39, -0.35, -0.23, -0.09, -0.12, -0.01, -0.23, 0.04, 0.04, 0.03, -0.18, 0.78, -0.37, -0.21, -0.22, -0.21, -0.12, -0.17, -0.21, -0.12, -0.21, -0.06, -0.04, -0.07, -0.06, -0.03, -0.15, -0.06, 0.11, 0.11, 0.08, 0.16, 0.10, 0.14, 0.13, 0.11, 0.14, 0.10, 0.13, 0.11, 0.15, 0.14, 0.12, 0.12, 0.17, 0.18, 0.15, 0.06, 0.10, 0.14, 0.11, 0.12, 0.14, 0.10, 0.13, 0.10, 0.11, 0.12, 0.14, 0.08, 0.08, 0.09, 0.09, 0.12, -0.72, 0.03, 0.15, 0.15, 0.07, 0.11, 0.11, 0.09],
  "energy_ev": -155293.0256,
  "orbital_gap_ev": 5.238,
  "total_charge": 1,
  "multiplicity": 1,
  "homo_ev": -10.083
}